{"formula": "C24H20F3N5O7S", "method": "the ωB97M-V functional and the def2-TZVPD basis", "homo_ev": -6.212, "homo_lumo_gap_ev": 3.39, "species": ["S", "F", "F", "F", "O", "O", "O", "O", "O", "O", "O", "N", "N", "N", "N", "N", "C", "C", "C", "C", "C", "C", "C", "C", "C", "C", "C", "C", "C", "C", "C", "C", "C", "C", "C", "C", "C", "C", "C", "C", "H", "H", "H", "H", "H", "H", "H", "H", "H", "H", "H", "H", "H", "H", "H", "H", "H", "H", "H", "H"], "positions_angstrom": [[-3.7178, 4.8016, -0.3483], [-5.9638, 4.9754, 1.0336], [-6.1897, 3.9003, -0.8703], [-5.2058, 2.9238, 0.8343], [-0.6896, 1.6528, 4.0111], [-3.9949, 5.9860, -1.1233], [-2.8854, 4.8110, 0.8332], [-4.2399, 3.5733, -5.3397], [-3.0720, 1.8186, -5.9345], [-0.7631, -0.2058, -0.4746], [-1.2007, -0.4269, -2.7138], [-3.4505, 2.6319, -5.0704], [1.2482, -1.4617, 4.0886], [-1.2581, 0.2766, -1.4841], [-1.8165, 0.2780, -3.7300], [1.9223, 0.6330, 3.9719], [0.4999, -2.6691, 4.3570], [-3.8677, -1.2421, 4.8587], [4.9129, -2.2062, 4.0088], [1.9863, 2.0715, 4.0512], [-3.0049, 2.5393, -3.6953], [3.5469, -2.5313, 4.0005], [-2.2387, 1.4336, -3.1466], [-5.3850, 4.1015, 0.1943], [-0.5293, 0.3133, 4.0044], [4.4049, 0.1803, 3.9027], [-1.7261, -0.5366, 3.9633], [-1.4821, 2.3464, 3.0074], [0.7940, -0.1613, 4.0454], [-4.0128, -2.1641, 3.8134], [2.6346, -1.4786, 3.9490], [-2.3075, 2.4893, -0.9116], [-1.9063, -1.4121, 2.8750], [-1.9179, 1.4654, -1.7765], [5.3374, -0.8666, 3.9766], [-3.3992, 3.5736, -2.8251], [-3.0804, 3.5316, -1.4556], [-2.7393, -0.4314, 4.9440], [-3.0275, -2.2403, 2.8228], [3.0530, -0.1653, 3.8881], [3.1913, -3.5605, 4.0381], [-3.1260, -2.9494, 1.9989], [-2.6038, 0.2842, 5.7609], [-1.4428, 3.4031, 3.2814], [4.7025, 1.2263, 3.8717], [-3.9652, 4.4210, -3.2046], [-4.8913, -2.8122, 3.7692], [-1.9939, 2.4364, 0.1266], [6.4043, -0.6388, 4.0140], [-1.0255, 2.1972, 2.0180], [1.6114, 2.5350, 3.1292], [-2.5197, 1.9861, 3.0170], [3.0433, 2.3317, 4.1717], [-4.6475, -1.1529, 5.6201], [1.4226, 2.4461, 4.9135], [-1.1533, -1.4027, 2.0845], [1.1821, -3.3812, 4.8396], [5.6639, -2.9980, 4.0529], [-0.3494, -2.4726, 5.0186], [0.1338, -3.1199, 3.4262]]}

{"formula": "BrF2NS", "method": "the ωB97M-V functional and the def2-TZVPD basis", "e_above_lowest_ev": 2.215, "homo_ev": [-10.116, -10.203], "homo_lumo_gap_ev": [7.54, 7.62], "species": ["Br", "S", "F", "F", "N"], "positions_angstrom": [[1.3731, -0.0983, 0.3745], [-1.4243, -0.6407, -0.6369], [-2.1264, 0.3197, 0.6075], [2.2911, 1.4858, -0.2725], [-0.1135, -1.0665, -0.0726]]}

{"formula": "CH4I2N", "method": "the ωB97M-V functional and the def2-TZVPD basis", "total_charge": 1, "e_above_lowest_ev": 0.559, "homo_ev": -12.457, "homo_lumo_gap_ev": 6.59, "species": ["I", "I", "N", "C", "H", "H", "H", "H"], "positions_angstrom": [[-0.5225, -1.5907, -0.7974], [-1.1649, -1.3531, 4.1304], [1.0454, 0.7099, -2.0983], [0.1958, 0.2499, -1.1981], [1.3189, 1.6370, -2.3391], [-2.0134, -0.7133, 5.4382], [-0.4851, 1.0769, -0.6244], [1.6258, -0.0166, -2.5112]]}

{"formula": "C6H10O", "method": "the ωB97M-V functional and the def2-TZVPD basis", "e_above_lowest_ev": 0.287, "homo_ev": -9.505, "smiles": "C=CCCC(C)=O", "homo_lumo_gap_ev": 10.48, "species": ["O", "C", "C", "C", "C", "C", "C", "H", "H", "H", "H", "H", "H", "H", "H", "H", "H"], "positions_angstrom": [[0.8198, 0.0062, -1.7401], [-1.5051, 0.1562, -0.2138], [-1.2217, -2.0646, 0.8994], [2.3091, 1.0278, -0.1971], [0.9455, 0.6030, -0.6909], [-1.1741, -1.3155, -0.1970], [-0.2592, 0.9671, 0.1652], [-1.8540, 0.4652, -1.2046], [3.0629, 0.6829, -0.9071], [-2.3065, 0.3732, 0.5026], [-0.7728, -1.7248, -1.1206], [-0.4309, 2.0479, 0.0513], [-0.8700, -3.0924, 0.9034], [-0.0147, 0.8062, 1.2236], [2.3553, 2.1191, -0.1096], [2.5155, 0.6097, 0.7948], [-1.5991, -1.6670, 1.8405]]}

{"formula": "Cl2HNS", "method": "the ωB97M-V functional and the def2-TZVPD basis", "e_above_lowest_ev": 3.607, "homo_ev": [-9.420, -9.394], "homo_lumo_gap_ev": [8.05, 8.09], "species": ["Cl", "Cl", "S", "N", "H"], "positions_angstrom": [[1.6171, -2.0813, -0.8839], [1.4771, 1.1792, -1.0101], [0.8706, -0.4157, 0.0205], [-2.2419, 0.6853, 0.4486], [-1.7229, 0.6324, 1.4250]]}

{"formula": "C4H10N3", "method": "the ωB97M-V functional and the def2-TZVPD basis", "total_charge": 1, "e_above_lowest_ev": 1.999, "homo_ev": -13.780, "homo_lumo_gap_ev": 10.18, "species": ["N", "N", "N", "C", "C", "C", "C", "H", "H", "H", "H", "H", "H", "H", "H", "H", "H"], "positions_angstrom": [[-0.3933, -0.5867, 0.0307], [-0.9830, -0.0132, -1.0649], [2.4169, 0.7823, 0.0010], [-2.0251, 0.7223, -0.7340], [-2.1232, 0.6640, 0.6623], [-1.1520, -0.2436, 1.0803], [0.7945, -1.4059, 0.0221], [2.3897, 1.2250, -0.9468], [1.6401, -0.8359, 0.1269], [-0.9229, -0.6071, 2.0396], [3.2084, 1.1818, 0.4493], [-2.9970, 1.0663, 1.3185], [0.8487, -2.0878, 0.9143], [-2.7717, 1.1183, -1.4674], [-0.5504, -0.1684, -1.9323], [1.5972, 1.1801, 0.4362], [1.0231, -1.9915, -0.9359]]}

{"formula": "C4H7NO2", "method": "the ωB97M-V functional and the def2-TZVPD basis", "e_above_lowest_ev": 3.467, "homo_ev": -8.908, "smiles": "O/N=C1\\CCCO1", "homo_lumo_gap_ev": 9.83, "species": ["O", "O", "N", "C", "C", "C", "C", "H", "H", "H", "H", "H", "H", "H"], "positions_angstrom": [[0.7056, 2.2935, 0.2383], [-1.1550, -0.5533, 0.4435], [-0.3203, 1.4466, 0.7615], [0.9841, -0.1732, -0.4007], [0.5100, -1.5238, -1.0124], [-0.8017, -1.8319, -0.2055], [-0.2065, 0.3140, 0.3534], [-1.6626, -2.2394, -0.6724], [1.7605, -0.2011, 0.3253], [-0.4452, -2.5490, 0.6389], [0.5570, 3.1058, 0.7149], [1.2442, -2.3221, -1.1306], [1.3252, 0.7661, -1.0091], [0.1429, -1.3191, -2.0601]]}